1.
{"formula": "C43H76BrO9PSSi", "method": "the ωB97M-V functional and the def2-TZVPD basis", "max_force_ev_per_a": 5.4, "smiles": "CCSCc1cc2c(cc1CCO[Si](C)(C)C)C(=O)c1cc(P(CC)CC)cc(CC(=O)Br)c1C2=O.CC(C)O.CC(C)O.CC(C)O.CC(C)O.CC(C)O", "energy_ha": -5963.8856, "molar_mass_g_mol": 908.10, "orbital_gap_ha": 0.2540, "e_homo_ev": -7.99, "elements": ["C", "C", "S", "C", "C", "C", "C", "C", "C", "C", "C", "C", "O", "Si", "C", "C", "C", "C", "O", "C", "C", "C", "P", "C", "C", "C", "C", "C", "C", "C", "C", "O", "Br", "C", "C", "O", "H", "H", "H", "H", "H", "H", "H", "H", "H", "H", "H", "H", "H", "H", "H", "H", "H", "H", "H", "H", "H", "H", "H", "H", "H", "H", "H", "H", "H", "H", "H", "H", "H", "H", "H", "H", "C", "C", "C", "O", "H", "H", "H", "H", "H", "H", "H", "H", "C", "C", "C", "O", "H", "H", "H", "H", "H", "H", "H", "H", "C", "C", "C", "O", "H", "H", "H", "H", "H", "H", "H", "H", "C", "C", "C", "O", "H", "H", "H", "H", "H", "H", "H", "H", "C", "C", "C", "O", "H", "H", "H", "H", "H", "H", "H", "H"], "coordinates": [[-1.6801, 2.5425, 5.5284], [-2.7321, 1.7525, 4.5655], [-2.0949, 1.8276, 2.7953], [-0.3285, 1.2628, 2.7425], [0.0399, 0.3229, 1.5072], [1.2023, 0.8181, 0.5730], [1.6721, -0.0338, -0.6382], [0.9900, -1.4210, -0.9491], [-0.1715, -1.8998, -0.0568], [-0.6545, -1.0362, 1.1641], [-1.8615, -1.6035, 2.0406], [-3.2790, -1.6450, 1.2894], [-3.6289, -0.2813, 0.9483], [-3.9836, -0.0640, -0.7363], [-3.6788, 1.8236, -1.0933], [-5.8432, -0.3664, -1.1846], [-2.8402, -1.0156, -1.9394], [1.5812, -2.2544, -2.1990], [0.8381, -2.8799, -2.9919], [3.1819, -2.1758, -2.3470], [4.0869, -3.3669, -2.7242], [5.6508, -3.2158, -2.8393], [6.8289, -4.6325, -3.2427], [8.1444, -4.1421, -4.5121], [9.4336, -3.3827, -3.9015], [7.6715, -5.0555, -1.5663], [8.8258, -6.1720, -1.7356], [6.2623, -1.8015, -2.6045], [5.3672, -0.5959, -2.2254], [6.0291, 0.8445, -1.9792], [6.1720, 1.5363, -3.4392], [6.8367, 2.5716, -3.6488], [5.2612, 0.6735, -5.0105], [3.8425, -0.7747, -2.0734], [2.8551, 0.4205, -1.6357], [2.9755, 1.6061, -2.0484], [-0.6419, 2.0415, 5.4611], [-1.6013, 3.6328, 5.1821], [-2.0042, 2.4710, 6.6302], [-2.7668, 0.6758, 4.9639], [-3.7437, 2.2921, 4.6778], [-0.0237, 0.6915, 3.7010], [0.3492, 2.1983, 2.6839], [1.7726, 1.8013, 0.7534], [-0.6942, -2.9050, -0.2612], [-1.5658, -2.6637, 2.3690], [-1.9327, -0.9762, 3.0070], [-3.3462, -2.3926, 0.4296], [-4.0546, -1.9964, 2.0759], [-2.6567, 1.9189, -1.6185], [-4.5279, 2.2815, -1.7059], [-3.5519, 2.3827, -0.0872], [-6.5611, 0.0762, -0.4058], [-6.0168, 0.2579, -2.1455], [-6.0684, -1.4612, -1.4365], [-1.9541, -0.3520, -2.2527], [-2.4838, -2.0386, -1.5636], [-3.4706, -1.2439, -2.8854], [3.6518, -4.4129, -2.9258], [8.5507, -5.1258, -4.9685], [7.7184, -3.5597, -5.4151], [9.7622, -3.7975, -2.8773], [10.3551, -3.5225, -4.5867], [9.2152, -2.2478, -3.8557], [8.2119, -4.0878, -1.2355], [6.9092, -5.3805, -0.7758], [9.8675, -5.7047, -1.5500], [8.8575, -6.6464, -2.7848], [8.7008, -7.0190, -0.9830], [7.3848, -1.6252, -2.6800], [7.0615, 0.6508, -1.4980], [5.4579, 1.4942, -1.2326], [-6.7615, 0.6728, 6.3235], [-6.9009, 2.1415, 6.6920], [-8.3607, 2.5366, 6.8457], [-6.2955, 2.9440, 5.6791], [-7.2513, 0.4620, 5.3672], [-5.7076, 0.4050, 6.2049], [-7.2018, 0.0300, 7.0899], [-6.3666, 2.3388, 7.6255], [-8.9062, 2.3901, 5.9078], [-8.4469, 3.5970, 7.0989], [-8.8479, 1.9495, 7.6271], [-6.7611, 2.7771, 4.8486], [5.2254, 3.1002, 2.4268], [5.5510, 1.6206, 2.2961], [6.1170, 1.0616, 3.5918], [6.4981, 1.4342, 1.2452], [6.1256, 3.6793, 2.6571], [4.8303, 3.4912, 1.4850], [4.4878, 3.2742, 3.2145], [4.6477, 1.0683, 2.0212], [7.0482, 1.5701, 3.8625], [6.3570, 0.0009, 3.4799], [5.4062, 1.1745, 4.4144], [7.3016, 1.9187, 1.4782], [7.5091, -0.5355, -9.7703], [7.3701, -1.5155, -8.6159], [5.9118, -1.7265, -8.2415], [8.0828, -1.0197, -7.4840], [7.1040, 0.4453, -9.5008], [8.5626, -0.3846, -10.0209], [6.9862, -0.8963, -10.6599], [7.8215, -2.4731, -8.8904], [5.4514, -0.7870, -7.9189], [5.8280, -2.4237, -7.4032], [5.3402, -2.1232, -9.0846], [7.6909, -0.1720, -7.2325], [-5.0501, 5.7230, -5.2158], [-4.2054, 4.9698, -4.2003], [-3.8481, 3.5790, -4.6998], [-4.9236, 4.8622, -2.9733], [-5.9935, 5.1998, -5.4040], [-5.3091, 6.7161, -4.8386], [-4.5193, 5.8368, -6.1645], [-3.2907, 5.5322, -3.9937], [-4.7497, 2.9811, -4.8700], [-3.2512, 3.0453, -3.9555], [-3.2812, 3.6280, -5.6331], [-5.7349, 4.3659, -3.1456], [-10.9776, -2.2103, 7.9144], [-11.1187, -0.7415, 8.2819], [-12.5792, -0.3475, 8.4368], [-10.5158, 0.0611, 7.2685], [-11.4681, -2.4226, 6.9587], [-9.9239, -2.4767, 7.7951], [-11.4162, -2.8534, 8.6817], [-10.5836, -0.5431, 9.2148], [-13.1250, -0.4953, 7.4993], [-12.6660, 0.7126, 8.6896], [-13.0658, -0.9347, 9.2199], [-10.9821, -0.1070, 6.4386]]}

=====

2.
{"formula": "C7H10O", "method": "the ωB97M-V functional and the def2-TZVPD basis", "max_force_ev_per_a": 5.2, "smiles": "C=C/C=C(/C)CC=O", "energy_ha": -347.8563, "molar_mass_g_mol": 110.16, "orbital_gap_ha": 0.3331, "e_homo_ev": -8.39, "elements": ["C", "C", "C", "C", "C", "C", "C", "O", "H", "H", "H", "H", "H", "H", "H", "H", "H", "H"], "coordinates": [[-2.9807, -0.2441, 0.0364], [-1.6952, -0.2190, -0.1488], [-0.8064, 1.0182, -0.0799], [0.5449, 0.9341, 0.1341], [1.2530, 2.2372, -0.2346], [1.1515, -0.2670, 0.7130], [1.4962, -1.3716, -0.1919], [0.7726, -2.3505, -0.2598], [-3.5443, -1.1044, 0.4065], [-3.4043, 0.7405, -0.0516], [-1.0534, -0.9987, -0.2111], [-1.3237, 1.9766, -0.0742], [0.5873, 3.1099, -0.3785], [2.0961, 2.5185, 0.3869], [1.8289, 1.9660, -1.1631], [0.3582, -0.7182, 1.3805], [2.0038, 0.2212, 1.1583], [2.4905, -1.4333, -0.7449]]}

=====

3.
{"formula": "C51H45N2OP2Re", "method": "the ωB97M-V functional and the def2-TZVPD basis", "max_force_ev_per_a": 0.9, "energy_ha": -2915.2476, "molar_mass_g_mol": 950.09, "charge": 3, "multiplicity": 2, "orbital_gap_ha": [0.2174, 0.2001], "e_homo_ev": [-15.90, -16.02], "s2": 0.778, "elements": ["Re", "C", "C", "C", "C", "C", "C", "C", "C", "C", "C", "N", "C", "C", "C", "C", "C", "N", "H", "H", "H", "H", "H", "H", "H", "H", "H", "H", "H", "H", "H", "H", "H", "H", "H", "O", "C", "C", "C", "C", "C", "C", "P", "C", "C", "C", "C", "C", "C", "C", "C", "C", "C", "C", "C", "C", "C", "C", "C", "C", "C", "P", "C", "C", "C", "C", "C", "C", "C", "C", "C", "C", "C", "C", "H", "H", "H", "H", "H", "H", "H", "H", "H", "H", "H", "H", "H", "H", "H", "H", "H", "H", "H", "H", "H", "H", "H", "H", "H", "H", "H", "H"], "coordinates": [[-0.0887, 0.0079, 0.3664], [0.5641, 1.5609, 3.8625], [0.1584, 0.1660, 3.3911], [1.3553, -0.7443, 3.4668], [1.7985, -1.0997, 4.7311], [2.9981, -1.7709, 4.8854], [3.8137, -2.0095, 3.7865], [3.4173, -1.6830, 2.5014], [4.4717, -1.6733, 1.4131], [4.9804, -0.2443, 1.1971], [2.1204, -1.1333, 2.3496], [1.5400, -0.9598, 1.0818], [1.8346, -1.8450, 0.0942], [1.5008, -1.5079, -1.2009], [1.7187, -2.1119, -2.4592], [1.2616, -1.2188, -3.4039], [0.7196, -0.1122, -2.7111], [0.8744, -0.2560, -1.3909], [-0.2520, 2.2785, 3.8165], [1.4084, 1.9338, 3.2834], [0.8811, 1.4838, 4.9023], [-0.2802, 0.2826, 2.3427], [-0.6881, -0.2256, 3.9567], [1.2122, -0.8355, 5.6024], [3.3313, -2.0559, 5.8738], [4.7993, -2.4289, 3.9378], [4.1456, -2.0812, 0.4584], [5.2899, -2.3191, 1.7319], [4.1900, 0.3962, 0.7969], [5.8157, -0.2374, 0.4987], [5.3181, 0.1942, 2.1356], [2.2558, -2.8120, 0.3367], [2.1899, -3.0656, -2.6347], [1.2984, -1.3291, -4.4745], [0.2310, 0.7574, -3.1243], [-1.7615, 0.5382, -1.0829], [-2.2579, -0.6588, -1.6858], [-2.4233, -0.8421, -3.0447], [-2.9927, -2.0369, -3.4778], [-3.3838, -3.0157, -2.5760], [-3.1404, -2.8350, -1.2242], [-2.5359, -1.6651, -0.7711], [-2.0148, -1.3938, 0.9311], [-1.1493, -2.8839, 1.4804], [-0.6359, -3.8200, 0.5810], [0.1119, -4.8929, 1.0460], [0.3573, -5.0362, 2.4054], [-0.1518, -4.1076, 3.3059], [-0.8981, -3.0351, 2.8481], [-3.5022, -1.1754, 1.9013], [-4.2373, 0.0046, 1.7936], [-5.4751, 0.1028, 2.4064], [-5.9854, -0.9775, 3.1157], [-5.2620, -2.1591, 3.2074], [-4.0199, -2.2678, 2.6020], [-1.7379, 1.7891, -1.7652], [-2.5959, 2.1307, -2.7902], [-2.4041, 3.3635, -3.4113], [-1.3935, 4.2269, -3.0122], [-0.6181, 3.9052, -1.9082], [-0.8126, 2.6901, -1.2570], [-0.2788, 2.3758, 0.4263], [1.2662, 3.2291, 0.7120], [1.3498, 4.3179, 1.5789], [2.5711, 4.9497, 1.7686], [3.7004, 4.4993, 1.1011], [3.6207, 3.4104, 0.2384], [2.4084, 2.7723, 0.0471], [-1.5748, 3.1350, 1.4293], [-1.9503, 4.4521, 1.1372], [-2.9167, 5.0874, 1.8965], [-3.5249, 4.4190, 2.9524], [-3.1737, 3.1086, 3.2362], [-2.2040, 2.4712, 2.4752], [-2.1435, -0.0954, -3.7684], [-3.1451, -2.1881, -4.5378], [-3.8550, -3.9228, -2.9266], [-3.4063, -3.6124, -0.5179], [-0.8224, -3.7257, -0.4809], [0.4808, -5.6341, 0.3501], [0.9269, -5.8824, 2.7643], [0.0214, -4.2326, 4.3660], [-1.3233, -2.3420, 3.5639], [-3.8691, 0.8316, 1.2048], [-6.0484, 1.0161, 2.3190], [-6.9556, -0.9033, 3.5877], [-5.6679, -3.0013, 3.7511], [-3.4671, -3.1947, 2.6847], [-3.3972, 1.4847, -3.1089], [-3.0578, 3.6404, -4.2274], [-1.2417, 5.1641, -3.5281], [0.1144, 4.6056, -1.5255], [0.4780, 4.6703, 2.1137], [2.6377, 5.7961, 2.4378], [4.6486, 4.9966, 1.2517], [4.5022, 3.0678, -0.2855], [2.3539, 1.9289, -0.6334], [-1.4920, 4.9898, 0.3171], [-3.1979, 6.1053, 1.6648], [-4.2761, 4.9193, 3.5478], [-3.6567, 2.5779, 4.0460], [-1.9615, 1.4428, 2.6999]]}